# 1
# C4H7NO2

A 2-piece molecular cluster, C4H7NO2 overall (ωB97M-V/def2-TZVPD, the OMol25 dataset).

Output
HOMO energy ... -10.194 eV
Orbital gap ... 11.1 eV
Largest force on an atom ... 0.90 eV/A
SMILES string ... C[C@H]1CO1.N=C=O

```
! RIJCOSX wB97M-V def2-TZVPD def2/J DEFGRID3
* xyz 0 1
C 1.335 -0.863 0.023
C 1.169 0.502 -0.588
C -0.024 0.873 -1.351
O 0.164 1.332 -0.019
H 0.365 -1.360 0.118
H 1.784 -0.783 1.019
H 1.989 -1.487 -0.597
H 2.096 1.037 -0.812
H -0.826 0.145 -1.470
H 0.039 1.642 -2.121
N -2.198 -0.520 0.723
C -1.679 -0.024 1.712
O -1.102 0.450 2.608
H -3.112 -0.943 0.754
*
```

***

# 2
# C4H7NO2

A 2-piece molecular cluster, C4H7NO2 overall (ωB97M-V/def2-TZVPD, the OMol25 dataset).

Output
HOMO energy (alpha / beta) ... -7.903 / -7.902 eV
Orbital gap (alpha / beta) ... 8.1 / 8.0 eV
Largest force on an atom ... 0.35 eV/A

```
! RIJCOSX wB97M-V def2-TZVPD def2/J DEFGRID3
* xyz 0 1
O -0.933 1.171 1.988
C -0.289 0.181 1.277
C -1.005 -0.715 0.336
N -0.108 -1.033 -0.567
C 1.089 -0.333 -0.537
C 0.938 0.653 0.471
O 1.548 1.667 0.800
H -0.250 1.865 2.068
H 0.197 -0.573 1.944
H -1.951 -1.230 0.418
H -0.708 0.396 -2.722
H -0.266 -1.798 -1.210
H -0.036 0.134 -2.897
H 1.774 -0.386 -1.370
*
```

***

# 3
# C4H7NO2

A single C4H7NO2 molecule (ωB97M-V/def2-TZVPD, the OMol25 dataset).

Output
HOMO energy ... -8.977 eV
Orbital gap ... 8.6 eV
Largest force on an atom ... 0.42 eV/A

```
! RIJCOSX wB97M-V def2-TZVPD def2/J DEFGRID3
* xyz 0 1
C -1.559 -0.758 0.330
C -1.380 0.433 -0.521
C -0.141 1.213 -0.268
N 0.988 0.650 0.455
C 1.624 -0.508 0.084
O 2.455 -1.070 0.751
O 1.235 -1.011 -1.121
H -0.934 -0.866 1.229
H -1.299 -1.596 -0.343
H -2.619 -0.908 0.554
H 0.725 -0.369 -1.635
H -0.589 2.026 0.333
H 0.194 1.730 -1.180
H 1.300 1.035 1.332
*
```

***

# 4
# C4H7NO2

A single C4H7NO2 molecule (ωB97M-V/def2-TZVPD, the OMol25 dataset).

Output
HOMO energy ... -7.474 eV
Orbital gap ... 7.7 eV
Largest force on an atom ... 0.30 eV/A
SMILES string ... [O-]C1=CC[N@@H+](O)C1

```
! RIJCOSX wB97M-V def2-TZVPD def2/J DEFGRID3
* xyz 0 1
O -1.645 -1.261 1.611
C -0.745 -0.777 0.928
C 0.304 -1.305 0.155
C 1.194 -0.212 -0.339
N 0.140 0.867 -0.525
O -0.666 0.524 -1.622
C -0.682 0.782 0.719
H 0.585 -2.348 0.110
H 1.936 0.207 0.367
H 1.682 -0.357 -1.309
H 0.509 1.793 -0.748
H -0.806 -0.448 -1.411
H -1.647 1.249 0.523
H -0.159 1.287 1.540
*
```

***

# 5
# C4H7NO2

A single C4H7NO2 molecule (ωB97M-V/def2-TZVPD, the OMol25 dataset).

Output
HOMO energy ... -10.092 eV
Orbital gap ... 10.3 eV
Largest force on an atom ... 6.02 eV/A
SMILES string ... CC(=O)NCC=O

```
! RIJCOSX wB97M-V def2-TZVPD def2/J DEFGRID3
* xyz 0 1
C -0.117 1.059 1.341
C -1.217 0.829 0.300
O -2.174 1.534 0.302
N -0.922 -0.126 -0.664
C 0.122 -1.093 -0.627
C 1.478 -0.617 -0.932
O 2.465 -1.411 -1.115
H 0.053 0.172 2.005
H -0.426 1.941 1.791
H 0.885 1.148 0.926
H -1.826 -0.338 -1.186
H -0.076 -1.953 -1.232
H 0.185 -1.547 0.436
H 1.572 0.403 -1.347
*
```

***

# 6
# C4H7NO2

A single C4H7NO2 molecule (ωB97M-V/def2-TZVPD, the OMol25 dataset).

Output
HOMO energy ... -9.868 eV
Orbital gap ... 10.8 eV
Largest force on an atom ... 1.59 eV/A
SMILES string ... C/C(=N\O)[C@H]1CO1

```
! RIJCOSX wB97M-V def2-TZVPD def2/J DEFGRID3
* xyz 0 1
C -1.388 -1.048 -0.329
C -0.369 0.023 -0.094
N -0.619 1.092 0.570
O -1.928 1.107 1.031
C 1.032 -0.147 -0.613
C 2.142 0.509 0.055
O 2.003 -0.893 0.174
H -2.283 -0.635 -0.807
H -0.971 -1.842 -0.950
H -1.708 -1.469 0.630
H -1.999 1.960 1.481
H 1.256 -0.611 -1.561
H 2.974 0.921 -0.512
H 1.918 0.987 1.000
*
```

***

Question: Number 6 is which compound?
Answer: C4H7NO2

***

Question: largest force on an atom of number 6 (C4H7NO2)?
Answer: 1.59 eV/A

***

Question: Which of these has the lowest largest force on an atom?
Answer: number 4